C8H8N2O4Se in the gas phase. Source: the OMol25 dataset; level of theory: ωB97M-V/def2-TZVPD.

```
23
Properties=species:S:1:pos:R:3:mulliken_charge:R:1
C 3.6861 -1.8416 -0.5690 -1.310
C 2.8766 -0.5605 -0.2469 0.325
N 3.5515 0.5556 0.2971 0.989
O 4.7820 0.6188 0.2430 -0.603
O 2.8785 1.4549 0.7702 -0.620
N 1.6108 -0.7529 -0.2334 0.823
O 0.9756 -1.7854 -0.2624 -0.622
O 0.9574 0.4559 -0.3762 -0.480
Se 0.2185 1.5497 0.9957 0.277
C -1.5751 1.1975 0.7198 0.087
C -2.1461 0.0510 1.3065 -0.249
C -3.3740 -0.4032 0.8001 -0.481
C -4.0324 0.2113 -0.2254 -0.398
C -3.3998 1.2864 -0.8719 -0.326
C -2.2062 1.7649 -0.4579 -0.321
H 3.2840 -2.6430 -0.0248 0.346
H 3.6499 -2.0366 -1.5726 0.389
H 4.7318 -1.7105 -0.4806 0.394
H -1.8749 -0.4826 2.2762 0.282
H -3.8447 -1.1955 1.2462 0.457
H -5.0355 -0.0748 -0.5903 0.333
H -3.9437 1.8109 -1.6877 0.303
H -1.7702 2.5301 -1.0557 0.405
```

Summary:
**ΔE to the lowest compared entry with this formula, charge and spin**: 0.0 kJ/mol
**Frontier orbital gap**: 7.9167 eV
**Calculated total energy**: -84933.4545 eV
**SMILES string**: C/C([N+](=O)[O-])=[N+](\[O-])O[Se]c1ccccc1